{
  "formula": "C36H47CoN6O7S4",
  "method": "ωB97M-V with the def2-TZVPD basis set",
  "e_tot_ev": -142327.100,
  "charge": 1,
  "orbital_gap_ev": [7.407, 7.541],
  "multiplicity": 2,
  "species": ["Co", "C", "C", "S", "C", "C", "S", "C", "C", "S", "H", "H", "H", "H", "H", "H", "H", "H", "H", "H", "H", "H", "C", "O", "C", "C", "C", "C", "C", "C", "N", "C", "N", "C", "C", "C", "C", "C", "C", "O", "C", "N", "C", "C", "C", "C", "C", "C", "O", "C", "H", "H", "H", "H", "H", "H", "H", "H", "H", "H", "H", "H", "H", "H", "H", "H", "H", "H", "H", "H", "H", "H", "C", "C", "S", "O", "O", "C", "C", "N", "C", "N", "C", "C", "N", "O", "O", "C", "H", "H", "H", "H", "H", "H", "H", "H", "H", "H", "H", "H", "H"],
  "positions_angstrom": [[-1.188, 1.652, 0.754], [-2.268, 2.495, 5.740], [-0.835, 2.150, 5.393], [-0.340, 2.318, 3.635], [-0.604, 4.091, 3.309], [-1.994, 4.473, 2.815], [-2.736, 3.302, 1.614], [-4.298, 2.701, 2.410], [-4.472, 2.706, 3.917], [-3.498, 1.468, 4.851], [-2.490, 3.543, 5.547], [-2.423, 2.300, 6.802], [-0.633, 1.102, 5.611], [-0.152, 2.769, 5.978], [0.137, 4.325, 2.545], [-0.366, 4.644, 4.218], [-1.937, 5.432, 2.296], [-2.703, 4.575, 3.630], [-4.408, 1.689, 2.024], [-5.078, 3.331, 1.976], [-5.513, 2.442, 4.109], [-4.296, 3.684, 4.363], [1.403, -5.578, 2.559], [1.380, -4.235, 2.126], [2.142, -3.894, 1.040], [2.901, -4.782, 0.296], [3.603, -4.344, -0.818], [3.514, -3.027, -1.219], [2.752, -2.129, -0.491], [2.088, -2.537, 0.656], [1.298, -1.691, 1.445], [0.835, -0.443, 1.096], [1.786, 0.449, 0.768], [1.731, 1.816, 0.468], [0.561, 2.570, 0.429], [0.678, 3.931, 0.138], [1.906, 4.516, -0.108], [3.065, 3.756, -0.080], [2.991, 2.407, 0.205], [4.063, 1.555, 0.251], [5.351, 2.100, 0.065], [-0.441, -0.147, 1.175], [-1.374, -1.137, 1.544], [-2.250, -0.814, 2.575], [-3.180, -1.719, 3.045], [-3.231, -2.986, 2.496], [-2.385, -3.327, 1.453], [-1.465, -2.417, 0.947], [-0.628, -2.682, -0.097], [-0.801, -3.878, -0.825], [0.757, -5.616, 3.435], [2.413, -5.886, 2.842], [1.017, -6.260, 1.794], [2.945, -5.826, 0.560], [4.202, -5.045, -1.379], [4.037, -2.685, -2.100], [2.641, -1.118, -0.847], [0.663, -2.225, 2.031], [2.743, 0.121, 0.851], [-0.203, 4.555, 0.091], [1.964, 5.569, -0.335], [4.010, 4.225, -0.294], [6.046, 1.269, 0.171], [5.574, 2.858, 0.819], [5.458, 2.534, -0.933], [-2.161, 0.170, 3.016], [-3.837, -1.430, 3.850], [-3.915, -3.720, 2.887], [-2.437, -4.321, 1.042], [-0.163, -3.784, -1.703], [-1.835, -4.003, -1.153], [-0.497, -4.746, -0.234], [2.269, -3.201, -6.434], [2.233, -2.048, -5.455], [0.493, -1.699, -5.039], [0.115, -2.456, -3.867], [-0.334, -1.846, -6.199], [0.411, 0.068, -4.533], [-1.077, 0.420, -4.497], [-1.415, 1.211, -3.341], [-1.742, 0.722, -2.128], [-1.883, 1.700, -1.234], [-1.676, 2.861, -1.900], [-1.370, 2.583, -3.212], [-1.026, 3.500, -4.229], [-0.588, 3.062, -5.281], [-1.176, 4.677, -3.967], [-1.976, -0.706, -1.861], [3.292, -3.446, -6.709], [1.714, -2.936, -7.332], [1.806, -4.081, -5.995], [2.635, -1.136, -5.885], [2.715, -2.280, -4.510], [0.942, 0.685, -5.250], [0.872, 0.126, -3.549], [-1.654, -0.509, -4.471], [-1.342, 0.971, -5.401], [-1.756, 3.823, -1.437], [-2.534, -1.171, -2.672], [-2.534, -0.804, -0.932], [-1.032, -1.245, -1.765]],
  "mulliken_charge": [-0.2173, -0.6919, -1.0024, 0.2848, -0.9665, -0.9733, 0.2502, -0.7428, -0.9610, 0.0319, 0.2851, 0.4861, 0.3869, 0.5614, 0.1780, 0.7243, 0.5632, 0.4142, 0.2979, 0.6133, 0.4617, 0.5162, -1.0311, -0.3510, 1.2876, -0.3922, -0.9815, -1.2580, -0.5970, 0.0805, -0.2321, -0.5792, 0.4218, 0.2659, -0.2650, -0.4214, -1.1985, -0.4959, 1.2461, -0.3807, -1.0198, 0.1766, 0.0671, 1.4228, -0.6833, -1.2364, -0.7875, -0.3035, 1.0636, -1.4167, 0.2711, 0.3872, 0.3930, 0.4574, 0.4139, 0.5092, 0.4005, 0.6252, 0.5630, 0.3724, 0.4825, 0.4612, 0.2726, 0.3882, 0.3722, -0.7390, 0.4327, 0.4533, 0.5450, 0.1168, 0.4806, 0.4128, -1.2258, -0.1093, 0.9129, -0.5141, -0.6643, -0.4737, -1.5226, 0.2808, 0.6185, -0.2639, -0.7161, -0.0219, 1.0488, -0.6397, -0.6243, -1.2014, 0.4014, 0.3556, 0.3196, 0.4211, 0.0594, 0.7019, 0.1987, 0.5852, 0.3850, 0.6871, 0.7670, 0.2311, 0.0305]
}

{
  "formula": "C22H29HgN2O15S2",
  "method": "ωB97M-V with the def2-TZVPD basis set",
  "e_tot_ev": -82798.183,
  "charge": 1,
  "orbital_gap_ev": 2.311,
  "species": ["Hg", "C", "C", "O", "H", "H", "H", "H", "H", "C", "C", "O", "S", "O", "O", "O", "H", "H", "H", "H", "C", "C", "O", "S", "O", "O", "O", "H", "H", "H", "H", "C", "C", "C", "C", "C", "C", "N", "O", "O", "H", "H", "H", "H", "H", "C", "C", "C", "C", "C", "C", "N", "O", "O", "H", "H", "H", "H", "H", "O", "C", "O", "C", "C", "C", "H", "H", "H", "H", "H", "H"],
  "positions_angstrom": [[1.613, 5.317, -4.538], [0.029, 1.157, -0.740], [0.224, 1.334, -2.161], [0.119, 2.594, -2.786], [0.659, 1.898, -0.248], [0.380, 0.235, -0.276], [-1.054, 1.189, -0.620], [-0.304, 0.463, -2.549], [1.166, 0.886, -2.476], [4.472, -1.923, -3.875], [4.822, -1.427, -2.473], [6.069, -1.976, -2.130], [7.049, -1.870, -3.438], [8.003, -3.006, -3.543], [7.431, -0.434, -3.561], [5.737, -2.206, -4.446], [3.988, -1.153, -4.477], [3.816, -2.787, -3.770], [4.047, -1.689, -1.752], [4.804, -0.338, -2.511], [3.324, 0.076, 7.752], [2.394, -1.183, 7.588], [1.661, -0.872, 6.429], [2.509, -0.059, 5.327], [1.746, 0.854, 4.477], [3.514, -0.903, 4.747], [3.260, 0.794, 6.550], [4.365, -0.226, 7.863], [2.965, 0.748, 8.532], [1.587, -1.381, 8.294], [2.995, -2.078, 7.429], [-2.703, -3.363, 2.171], [-3.555, -2.795, 1.227], [-3.916, -1.456, 1.341], [-3.414, -0.666, 2.418], [-2.567, -1.335, 3.325], [-2.266, -2.666, 3.233], [-3.640, 0.783, 2.445], [-4.258, 1.340, 1.530], [-3.307, 1.423, 3.489], [-2.437, -4.393, 1.983], [-3.941, -3.383, 0.408], [-4.416, -0.866, 0.588], [-2.272, -0.792, 4.211], [-1.630, -3.222, 3.906], [-4.280, -2.483, -6.086], [-3.558, -3.608, -6.550], [-2.528, -3.963, -5.723], [-2.253, -3.402, -4.461], [-3.029, -2.333, -4.041], [-4.093, -1.888, -4.823], [-1.167, -3.933, -3.723], [-1.124, -3.782, -2.505], [-0.300, -4.461, -4.404], [-5.045, -2.050, -6.713], [-3.722, -4.139, -7.476], [-1.929, -4.733, -6.186], [-2.787, -1.797, -3.135], [-4.870, -1.233, -4.458], [0.508, 6.660, -1.090], [-0.122, 6.402, -0.044], [-1.468, 6.447, 0.038], [-2.030, 6.177, 1.342], [-0.778, 5.869, 2.179], [0.389, 5.985, 1.320], [-2.755, 5.364, 1.307], [-2.586, 7.027, 1.737], [-0.850, 4.904, 2.681], [-0.763, 6.599, 2.989], [0.930, 5.042, 1.254], [1.145, 6.685, 1.678]],
  "mulliken_charge": [0.6109, -0.7357, -0.0676, -0.1792, 0.2920, 0.3754, 0.2265, 0.2172, 0.2186, -0.1618, -0.3590, -0.3271, 1.0758, -0.4826, -0.5188, -0.3514, 0.2255, 0.2849, 0.3373, 0.2753, -0.2370, -0.2591, -0.2913, 1.1046, -0.4737, -0.5437, -0.3541, 0.2705, 0.2646, 0.2709, 0.2476, -0.2873, -0.5468, -0.2532, -0.1388, -0.1040, -0.5713, 0.8996, -0.5774, -0.5463, 0.3855, 0.4143, 0.4465, 0.4858, 0.3958, -0.2254, -0.7040, 0.0167, 0.0151, -0.2216, -0.6692, 0.9649, -0.5807, -0.5545, 0.3531, 0.3918, 0.3645, 0.4619, 0.3851, -0.6317, 0.5465, -0.3574, -0.2852, -0.4058, -0.2909, 0.2337, 0.2355, 0.2872, 0.2476, 0.1827, 0.2826]
}

{
  "formula": "C5H11IN",
  "method": "ωB97M-V with the def2-TZVPD basis set",
  "smiles": "C[NH+](C)[C@H]1C[C@@H]1I",
  "e_tot_ev": -14945.120,
  "charge": 1,
  "orbital_gap_ev": 9.603,
  "e_above_lowest_ev": 2.1616,
  "species": ["C", "N", "C", "C", "C", "C", "I", "H", "H", "H", "H", "H", "H", "H", "H", "H", "H", "H"],
  "positions_angstrom": [[1.419, -0.369, -0.608], [0.338, 0.215, 0.230], [0.372, 1.713, 0.179], [-0.966, -0.280, -0.317], [-1.522, -1.552, 0.186], [-2.129, -0.332, 0.667], [-4.121, 0.079, -0.062], [1.276, 0.215, -1.507], [2.522, -0.200, -0.204], [1.194, -1.460, -0.730], [0.403, -0.020, 1.287], [-0.183, 2.048, -0.755], [-0.237, 1.824, 1.125], [1.434, 2.022, 0.404], [-0.997, -0.049, -1.412], [-2.005, -2.283, -0.464], [-1.016, -2.342, 0.780], [-1.934, 0.163, 1.685]],
  "mulliken_charge": [-0.7570, -0.1883, -0.7205, -0.2713, -0.5602, -0.4615, 0.1437, 0.4032, 0.2940, 0.3214, 0.4750, 0.3358, 0.3158, 0.3571, 0.4414, 0.2681, 0.2462, 0.3570]
}

{
  "formula": "C13H13BF4N2O2",
  "method": "ωB97M-V with the def2-TZVPD basis set",
  "e_tot_ev": -32291.187,
  "charge": 2,
  "orbital_gap_ev": 7.955,
  "species": ["C", "O", "B", "O", "N", "C", "C", "C", "C", "C", "C", "N", "C", "F", "F", "C", "F", "F", "C", "C", "C", "C", "H", "H", "H", "H", "H", "H", "H", "H", "H", "H", "H", "H", "H"],
  "positions_angstrom": [[1.908, 2.648, 5.361], [0.627, 2.093, 5.785], [-0.392, 2.240, 4.790], [-1.565, 3.005, 5.171], [-0.330, 1.601, 3.394], [0.249, 2.285, 2.241], [0.276, 1.645, 0.805], [-0.339, 0.209, 0.554], [-0.311, -0.497, -0.868], [0.662, -1.719, -1.030], [0.755, -2.405, -2.409], [-0.010, -1.992, -3.593], [0.263, -2.759, -4.837], [1.647, -2.518, -5.148], [0.114, -4.146, -4.488], [-0.675, -2.395, -6.083], [-0.205, -3.208, -7.178], [-0.542, -1.043, -6.529], [-0.936, -0.898, -3.449], [-1.149, -0.093, -2.112], [-0.945, -0.474, 1.843], [-0.918, 0.275, 3.226], [2.632, 2.825, 6.246], [1.788, 3.660, 4.838], [2.365, 1.911, 4.590], [-1.229, 3.855, 5.560], [0.697, 3.320, 2.406], [0.758, 2.163, -0.100], [1.299, -2.100, -0.164], [1.486, -3.294, -2.501], [-1.780, -2.711, -5.942], [-1.572, -0.555, -4.336], [-1.866, 0.792, -2.032], [-1.397, -1.527, 1.811], [-1.365, -0.195, 4.177]],
  "mulliken_charge": [-0.6284, -0.4081, 0.5607, -0.4455, 0.1664, -0.1202, -0.5240, 0.3433, 0.3816, -0.4924, -0.2389, 0.0297, 0.7805, -0.2462, -0.2454, -0.0353, -0.2269, -0.2100, 0.1727, -0.6779, -0.5033, -0.1543, 0.2599, 0.2703, 0.2645, 0.3533, 0.3704, 0.4093, 0.4100, 0.4057, 0.3493, 0.4227, 0.4082, 0.3960, 0.4027]
}

{
  "formula": "C3H6N6O3",
  "method": "ωB97M-V with the def2-TZVPD basis set",
  "smiles": "O=NN1CN(N=O)CN(N=O)C1",
  "e_tot_ev": -18284.301,
  "charge": 0,
  "orbital_gap_ev": 9.695,
  "e_above_lowest_ev": 4.7622,
  "species": ["O", "N", "N", "C", "N", "N", "O", "C", "N", "N", "O", "C", "H", "H", "H", "H", "H", "H"],
  "positions_angstrom": [[2.826, -0.670, 0.531], [1.983, -1.214, -0.136], [0.745, -1.055, 0.334], [0.483, -0.058, 1.361], [-0.341, 1.065, 0.821], [0.267, 2.233, 0.586], [1.268, 2.385, 1.263], [-1.430, 0.757, -0.094], [-1.021, -0.198, -1.099], [-0.542, 0.488, -2.237], [-0.133, -0.221, -3.131], [-0.318, -1.382, -0.605], [-0.156, -0.500, 2.141], [1.359, 0.329, 1.856], [-2.248, 0.317, 0.483], [-1.756, 1.645, -0.543], [0.092, -1.930, -1.436], [-1.076, -1.992, -0.095]],
  "mulliken_charge": [-0.4757, -0.0635, 0.5368, -0.7329, 0.4272, -0.0702, -0.4677, -0.4868, 0.3047, -0.0070, -0.4049, -0.7018, 0.2051, 0.4953, 0.3449, 0.3632, 0.4589, 0.2743]
}

{
  "formula": "C18H21N3O2",
  "method": "ωB97M-V with the def2-TZVPD basis set",
  "smiles": "CCCCC(=O)Nc1ccc(C(=O)NCc2ccncc2)cc1",
  "e_tot_ev": -27573.506,
  "charge": 0,
  "orbital_gap_ev": 9.306,
  "e_above_lowest_ev": 0.4853,
  "species": ["C", "C", "C", "C", "C", "O", "N", "C", "C", "C", "C", "C", "O", "N", "C", "C", "C", "C", "N", "C", "C", "C", "C", "H", "H", "H", "H", "H", "H", "H", "H", "H", "H", "H", "H", "H", "H", "H", "H", "H", "H", "H", "H", "H"],
  "positions_angstrom": [[-4.925, -3.004, -5.304], [-4.275, -3.691, -4.109], [-3.853, -2.684, -3.042], [-3.202, -3.373, -1.838], [-2.805, -2.348, -0.791], [-3.442, -2.151, 0.216], [-1.669, -1.667, -1.136], [-1.023, -0.631, -0.464], [0.135, -0.105, -1.040], [0.829, 0.915, -0.423], [0.377, 1.439, 0.785], [1.063, 2.550, 1.500], [0.471, 3.341, 2.208], [2.407, 2.620, 1.303], [3.228, 3.589, 1.988], [4.146, 2.957, 2.998], [5.454, 3.395, 3.162], [6.251, 2.776, 4.111], [5.836, 1.779, 4.873], [4.591, 1.363, 4.720], [3.708, 1.912, 3.805], [-0.792, 0.928, 1.343], [-1.486, -0.100, 0.739], [-5.811, -2.455, -4.991], [-4.234, -2.303, -5.766], [-5.221, -3.737, -6.050], [-4.978, -4.404, -3.673], [-3.400, -4.253, -4.444], [-4.728, -2.128, -2.701], [-3.157, -1.965, -3.483], [-3.918, -4.058, -1.382], [-2.328, -3.944, -2.160], [-1.229, -1.938, -2.006], [0.488, -0.499, -1.983], [1.705, 1.319, -0.908], [2.878, 1.876, 0.815], [2.530, 4.265, 2.497], [3.809, 4.167, 1.260], [5.843, 4.205, 2.562], [7.275, 3.089, 4.269], [4.288, 0.548, 5.365], [2.697, 1.542, 3.723], [-1.149, 1.356, 2.268], [-2.384, -0.493, 1.184]],
  "mulliken_charge": [-1.2923, -0.3141, -0.4834, -1.0548, 0.6018, -0.6299, -0.1063, 0.9984, -0.7938, -0.7456, 0.3862, 0.4441, -0.6523, -0.1879, -1.0503, 0.7946, -0.4718, -0.3213, -0.6118, -0.4451, -0.1118, -0.8524, -0.4989, 0.3322, 0.3320, 0.3834, 0.2932, 0.3256, 0.2953, 0.3195, 0.4301, 0.3364, 0.1957, 0.3188, 0.4524, 0.2899, 0.3482, 0.3595, 0.3564, 0.3547, 0.3579, 0.3724, 0.4287, 0.5164]
}

{
  "formula": "CHLiO2Zn",
  "method": "ωB97M-V with the def2-TZVPD basis set",
  "e_tot_ev": -53747.017,
  "charge": 2,
  "orbital_gap_ev": [7.451, 7.719],
  "e_above_lowest_ev": 4.3027,
  "species": ["H", "O", "C", "O", "Li", "Zn"],
  "positions_angstrom": [[1.682, 1.015, -1.097], [0.519, 1.024, -1.160], [1.062, 0.583, -0.052], [0.742, -0.416, 0.472], [-0.819, 2.426, -1.360], [-1.252, 0.242, -0.114]],
  "mulliken_charge": [0.4827, -0.4395, 0.5361, -0.2552, 0.9236, 0.7522]
}

{
  "formula": "C16H32BCl3OSi3",
  "method": "ωB97M-V with the def2-TZVPD basis set",
  "e_tot_ev": -81039.986,
  "charge": 0,
  "orbital_gap_ev": 5.786,
  "species": ["Cl", "B", "Cl", "Cl", "O", "C", "C", "C", "C", "C", "C", "C", "H", "H", "H", "H", "H", "H", "C", "Si", "C", "H", "C", "Si", "C", "C", "C", "Si", "C", "C", "C", "H", "H", "H", "H", "H", "H", "H", "H", "H", "H", "H", "H", "H", "H", "H", "H", "H", "H", "H", "H", "H", "H", "H", "H", "H"],
  "positions_angstrom": [[2.048, -0.682, 4.778], [1.106, -1.990, 5.692], [0.646, -3.480, 4.646], [2.200, -2.656, 7.172], [-0.027, -1.364, 6.204], [-0.993, -2.083, 6.912], [-2.228, -2.286, 6.121], [-2.725, -3.576, 5.942], [-3.879, -3.713, 5.173], [-4.488, -2.559, 4.640], [-3.986, -1.261, 4.879], [-2.818, -1.115, 5.631], [-0.609, -3.044, 7.259], [-2.192, -4.400, 6.426], [-4.292, -4.710, 5.029], [-5.420, -2.676, 4.074], [-4.501, -0.362, 4.503], [-2.391, -0.110, 5.856], [-1.485, -1.145, 11.287], [0.123, -0.562, 10.496], [1.489, -1.733, 10.866], [-1.288, -1.430, 7.696], [0.428, 1.284, 10.441], [-1.120, 2.215, 9.725], [-1.809, 1.437, 8.151], [-2.422, 2.198, 11.077], [-0.820, 4.029, 9.373], [2.077, 1.668, 9.488], [2.195, 0.902, 7.790], [2.403, 3.509, 9.353], [3.491, 1.079, 10.591], [-1.936, -0.404, 11.956], [-2.236, -1.423, 10.536], [-1.257, -2.050, 11.874], [2.317, -1.253, 11.377], [1.053, -2.487, 11.530], [1.857, -2.223, 9.970], [0.569, 1.630, 11.497], [-2.573, 2.123, 7.731], [-1.046, 1.273, 7.366], [-2.328, 0.479, 8.344], [-3.042, 3.100, 10.950], [-3.081, 1.321, 11.030], [-1.968, 2.241, 12.078], [-1.801, 4.532, 9.412], [-0.170, 4.496, 10.125], [-0.394, 4.197, 8.372], [3.193, 1.066, 7.347], [2.058, -0.185, 7.878], [1.463, 1.253, 7.047], [3.503, 3.623, 9.294], [1.944, 3.964, 8.458], [2.043, 4.010, 10.267], [4.350, 1.739, 10.372], [3.220, 1.203, 11.655], [3.791, 0.033, 10.407]],
  "mulliken_charge": [-0.3406, 0.6580, -0.3424, -0.3935, -0.3871, -0.8305, 1.0948, -0.3540, -0.5923, -0.4465, -0.6686, -0.1965, 0.6803, 0.3681, 0.3782, 0.3382, 0.3575, 0.2574, -1.1202, 0.3005, -0.9078, -0.4637, 0.0689, 0.1373, -0.9015, -1.1547, -1.1968, 0.0824, -0.5429, -1.1352, -1.1785, 0.3745, 0.3789, 0.4183, 0.3557, 0.4044, 0.2417, 0.4478, 0.4860, 0.1923, 0.3948, 0.3502, 0.3326, 0.3481, 0.3995, 0.3313, 0.2995, 0.4602, -0.1660, 0.3368, 0.4040, 0.2928, 0.2814, 0.3748, 0.3512, 0.3409]
}